1.
{
  "formula": "C10H19N2",
  "method": "the ωB97M-V functional and the def2-TZVPD basis",
  "species": ["C", "C", "C", "C", "C", "C", "C", "C", "C", "C", "N", "N", "H", "H", "H", "H", "H", "H", "H", "H", "H", "H", "H", "H", "H", "H", "H", "H", "H", "H", "H"],
  "coordinates": [[-3.01, -1.07, 0.19], [-2.42, 1.08, 0.75], [-1.51, -1.33, 0.05], [-1.13, -0.16, -0.73], [-0.94, -0.25, -2.23], [3.12, -0.80, 0.37], [1.30, 1.63, -0.13], [0.48, 0.34, 1.85], [1.66, -0.78, -0.14], [0.95, 0.33, 0.48], [-3.30, 0.04, 0.69], [-1.53, 1.12, -0.29], [-3.73, -1.66, -0.35], [-2.46, 1.93, 1.45], [-1.14, -1.37, 1.00], [-1.47, -2.33, -0.57], [-1.80, 0.24, -2.72], [-0.80, -1.32, -2.49], [-0.25, 0.35, -2.58], [3.76, 0.07, -0.04], [3.13, -0.76, 1.41], [3.57, -1.67, -0.05], [1.18, 1.57, -1.29], [0.93, 2.45, 0.31], [2.42, 1.61, -0.10], [0.45, -0.67, 2.22], [-0.44, 0.88, 2.09], [1.19, 0.96, 2.61], [1.34, -1.74, 0.11], [1.67, -0.71, -1.15], [-1.21, 2.02, -0.76]],
  "de_lowest_kj_mol": 534.4,
  "total_charge": 1
}

***

2.
{
  "formula": "C40H73NO9",
  "method": "the ωB97M-V functional and the def2-TZVPD basis",
  "species": ["O", "C", "O", "C", "C", "C", "C", "C", "C", "C", "N", "C", "C", "C", "C", "H", "H", "H", "H", "H", "H", "H", "H", "H", "H", "H", "H", "H", "H", "H", "H", "H", "C", "C", "C", "O", "C", "H", "H", "H", "H", "H", "H", "H", "H", "C", "C", "C", "O", "C", "H", "H", "H", "H", "H", "H", "H", "H", "C", "C", "C", "O", "C", "H", "H", "H", "H", "H", "H", "H", "H", "C", "C", "C", "O", "C", "H", "H", "H", "H", "H", "H", "H", "H", "C", "C", "C", "O", "C", "H", "H", "H", "H", "H", "H", "H", "H", "C", "C", "C", "O", "C", "H", "H", "H", "H", "H", "H", "H", "H", "C", "C", "C", "O", "C", "H", "H", "H", "H", "H", "H", "H", "H"],
  "coordinates": [[-1.10, -2.37, -3.68], [-0.57, -1.30, -3.73], [-1.15, -0.18, -4.28], [-0.66, 0.96, -3.60], [0.84, 0.68, -3.30], [0.80, -0.89, -3.22], [2.01, -1.67, -3.75], [2.25, -2.98, -2.97], [3.39, -2.94, -1.91], [3.54, -1.63, -1.13], [2.49, -1.28, -0.20], [1.34, -1.90, 0.15], [0.72, -1.08, 1.04], [1.55, 0.06, 1.26], [2.63, -0.13, 0.47], [-1.12, 1.03, -2.61], [-0.69, 1.87, -4.20], [1.20, 0.96, -2.31], [1.50, 0.85, -4.16], [0.69, -1.04, -2.13], [1.77, -1.94, -4.79], [2.89, -1.03, -3.84], [2.56, -3.73, -3.70], [1.30, -3.32, -2.57], [4.33, -3.16, -2.40], [3.21, -3.78, -1.24], [3.71, -0.83, -1.85], [4.47, -1.72, -0.56], [1.01, -2.84, -0.26], [-0.24, -1.26, 1.49], [1.32, 0.88, 1.91], [3.47, 0.55, 0.42], [6.33, -7.65, -2.66], [6.84, -6.85, -3.86], [5.95, -5.62, -3.82], [5.62, -5.40, -2.44], [6.00, -6.55, -1.67], [7.04, -8.37, -2.28], [5.42, -8.19, -2.94], [7.88, -6.57, -3.69], [6.79, -7.39, -4.80], [5.02, -5.79, -4.37], [6.44, -4.73, -4.22], [6.88, -6.28, -1.07], [5.19, -6.82, -0.99], [-4.25, -1.87, -2.54], [-5.50, -2.64, -2.13], [-4.99, -3.47, -0.96], [-3.95, -2.70, -0.34], [-3.60, -1.61, -1.20], [-4.46, -0.96, -3.10], [-3.61, -2.51, -3.15], [-6.27, -1.95, -1.78], [-5.93, -3.25, -2.93], [-4.56, -4.42, -1.30], [-5.76, -3.69, -0.23], [-3.99, -0.69, -0.74], [-2.51, -1.53, -1.26], [6.34, -7.18, 3.66], [5.33, -6.04, 3.62], [5.52, -5.50, 2.21], [5.92, -6.61, 1.40], [6.25, -7.72, 2.24], [6.12, -7.93, 4.42], [7.34, -6.78, 3.85], [4.32, -6.43, 3.73], [5.49, -5.28, 4.39], [6.32, -4.75, 2.18], [4.61, -5.06, 1.80], [5.45, -8.47, 2.15], [7.18, -8.17, 1.90], [-6.02, 1.54, -0.36], [-7.17, 2.32, 0.27], [-6.68, 3.75, 0.16], [-5.87, 3.81, -1.02], [-5.60, 2.48, -1.48], [-6.30, 0.56, -0.73], [-5.21, 1.43, 0.36], [-8.08, 2.18, -0.31], [-7.38, 2.02, 1.30], [-6.06, 4.03, 1.02], [-7.49, 4.47, 0.08], [-6.18, 2.31, -2.39], [-4.54, 2.39, -1.72], [0.02, 4.41, 0.37], [-1.37, 3.94, 0.80], [-1.05, 3.11, 2.04], [0.12, 3.69, 2.63], [0.70, 4.63, 1.71], [0.00, 5.30, -0.25], [0.52, 3.61, -0.18], [-1.98, 4.80, 1.07], [-1.90, 3.37, 0.04], [-0.82, 2.07, 1.77], [-1.86, 3.11, 2.77], [0.50, 5.64, 2.09], [1.78, 4.48, 1.67], [-0.48, 2.87, 7.28], [0.11, 3.64, 6.10], [-0.74, 4.90, 6.11], [-1.11, 5.14, 7.47], [-0.79, 3.99, 8.26], [0.20, 2.12, 7.69], [-1.40, 2.37, 6.97], [1.15, 3.89, 6.30], [0.06, 3.11, 5.16], [-1.66, 4.77, 5.53], [-0.20, 5.77, 5.72], [0.08, 4.23, 8.88], [-1.63, 3.75, 8.91], [-3.76, 8.42, -2.21], [-5.03, 7.68, -1.83], [-4.56, 6.84, -0.65], [-3.51, 7.58, -0.01], [-3.12, 8.67, -0.85], [-3.94, 9.34, -2.77], [-3.12, 7.77, -2.82], [-5.79, 8.39, -1.49], [-5.46, 7.08, -2.63], [-4.14, 5.89, -0.99], [-5.35, 6.63, 0.07], [-3.49, 9.60, -0.40], [-2.03, 8.72, -0.90]],
  "total_energy_ha": -2299.69957,
  "smiles": "O=C1OCC[C@@H]1CCCCn1cccc1.C1CCOC1.C1CCOC1.C1CCOC1.C1CCOC1.C1CCOC1.C1CCOC1.C1CCOC1"
}

***

3.
{
  "formula": "C6H12ClN3O",
  "method": "the ωB97M-V functional and the def2-TZVPD basis",
  "species": ["C", "C", "C", "C", "C", "C", "N", "N", "N", "O", "Cl", "H", "H", "H", "H", "H", "H", "H", "H", "H", "H", "H", "H"],
  "coordinates": [[-0.19, 0.71, -0.69], [1.60, -1.55, 1.89], [2.61, -0.90, 0.92], [1.10, -1.83, -0.29], [-1.73, 2.40, -1.55], [-2.40, 0.85, 0.21], [0.67, -2.11, 0.93], [2.11, -1.10, -0.38], [-1.38, 1.31, -0.68], [0.65, 1.12, -1.63], [0.12, -2.41, -1.68], [2.20, -2.21, 2.66], [1.03, -0.87, 2.62], [2.59, 0.25, 0.99], [3.58, -1.32, 1.10], [-2.56, 2.02, -2.17], [-2.03, 3.42, -1.01], [-0.91, 2.72, -2.16], [-3.13, 0.21, -0.41], [-2.07, 0.06, 0.94], [-3.09, 1.64, 0.76], [-0.02, -2.77, 1.05], [1.27, 0.37, -1.44]],
  "de_lowest_kj_mol": 79.6
}

***

4.
{
  "formula": "C6H16O",
  "method": "the ωB97M-V functional and the def2-TZVPD basis",
  "species": ["C", "C", "C", "C", "H", "H", "H", "H", "H", "H", "H", "H", "H", "H", "C", "C", "O", "H", "H", "H", "H", "H", "H"],
  "coordinates": [[-2.32, -0.98, 0.55], [-1.27, 0.08, 0.25], [-0.72, -0.05, -1.15], [-1.76, 1.48, 0.55], [-1.93, -1.98, 0.35], [-3.20, -0.82, -0.07], [-2.63, -0.93, 1.59], [-0.32, -0.16, 0.92], [-0.17, 0.82, -1.48], [0.07, -0.85, -1.09], [-1.51, -0.25, -1.89], [-2.12, 1.56, 1.58], [-0.98, 2.22, 0.39], [-2.60, 1.74, -0.10], [2.67, 0.65, 0.03], [2.18, -0.77, 0.26], [2.39, -1.61, -0.85], [3.69, 0.65, -0.36], [2.02, 1.16, -0.68], [2.66, 1.21, 0.97], [1.09, -0.75, 0.78], [2.79, -1.23, 1.05], [1.96, -1.21, -1.61]],
  "de_lowest_kj_mol": 97.7,
  "smiles": "CC(C)C.CCO"
}

***

5.
{
  "formula": "C4H8N2O",
  "method": "the ωB97M-V functional and the def2-TZVPD basis",
  "species": ["C", "N", "C", "C", "O", "H", "H", "H", "H", "H", "H", "H", "C", "N", "H"],
  "coordinates": [[-1.68, 1.06, 0.70], [-0.48, 0.22, 0.69], [0.37, 0.47, -0.44], [1.68, 0.57, -0.22], [2.24, 0.46, 1.00], [-2.33, 0.90, -0.17], [-2.27, 0.84, 1.60], [-1.39, 2.11, 0.73], [-0.76, -0.76, 0.69], [-0.06, 0.58, -1.43], [2.41, 0.75, -1.01], [1.47, 0.37, 1.60], [0.29, -2.53, -1.26], [-0.79, -2.73, -0.93], [1.30, -2.31, -1.56]],
  "de_lowest_kj_mol": 258.6,
  "smiles": "CN/C=C\\O.C#N"
}

***

6.
{
  "formula": "H44O22",
  "method": "the ωB97M-V functional and the def2-TZVPD basis",
  "species": ["O", "H", "H", "O", "H", "H", "O", "H", "H", "O", "H", "H", "O", "H", "H", "O", "H", "H", "O", "H", "H", "O", "H", "H", "O", "H", "H", "O", "H", "H", "O", "H", "H", "O", "H", "H", "O", "H", "H", "O", "H", "H", "O", "H", "H", "O", "H", "H", "O", "H", "H", "O", "H", "H", "O", "H", "H", "O", "H", "H", "O", "H", "H", "O", "H", "H"],
  "coordinates": [[-0.59, 1.95, 0.80], [-0.58, 1.00, 0.65], [-1.28, 2.08, 1.46], [0.52, 2.03, 3.59], [1.16, 2.40, 4.21], [1.05, 1.54, 2.96], [1.36, -0.28, -5.39], [1.56, 0.18, -4.58], [2.11, -0.11, -5.96], [-1.56, -2.36, 2.31], [-0.87, -2.07, 2.91], [-1.49, -1.76, 1.56], [1.24, 4.48, 1.57], [1.26, 3.55, 1.37], [1.44, 4.92, 0.75], [-4.67, 1.58, 2.56], [-3.77, 1.86, 2.76], [-4.98, 1.20, 3.39], [-2.04, 3.17, -0.89], [-1.31, 2.83, -0.38], [-2.53, 3.72, -0.29], [-2.22, 2.19, 4.22], [-2.28, 3.06, 4.60], [-1.31, 2.12, 3.92], [-5.12, 0.68, -1.97], [-5.04, -0.11, -1.45], [-4.38, 0.65, -2.58], [-0.59, 0.90, -2.14], [-0.78, 1.39, -2.94], [-1.19, 1.27, -1.49], [0.94, -2.68, -1.48], [1.13, -3.59, -1.27], [-0.02, -2.63, -1.50], [4.86, 0.97, -1.93], [5.77, 0.69, -2.01], [4.36, 0.16, -1.91], [2.92, -0.62, -1.07], [2.08, -0.87, -1.45], [3.53, -1.28, -1.40], [1.82, 1.53, -3.14], [1.17, 1.41, -2.45], [2.62, 1.12, -2.80], [1.75, -1.43, 4.14], [1.88, -1.08, 3.26], [2.24, -0.84, 4.71], [-3.16, -4.26, 3.80], [-3.99, -3.79, 3.75], [-2.54, -3.69, 3.34], [-0.22, -0.68, 0.57], [-0.09, -0.47, -0.35], [0.63, -1.00, 0.87], [-1.68, 1.82, -4.46], [-2.18, 2.13, -5.22], [-2.17, 1.07, -4.14], [-1.23, -2.87, -4.19], [-0.29, -2.67, -4.18], [-1.47, -2.92, -3.27], [4.88, -2.02, 2.64], [5.54, -2.15, 3.33], [5.19, -2.55, 1.91], [-1.94, -2.98, -1.54], [-2.74, -2.65, -1.14], [-1.95, -3.92, -1.36], [2.80, -0.26, 1.69], [3.55, -0.76, 2.01], [2.86, -0.32, 0.74]],
  "de_lowest_kj_mol": 330.6
}

***

7.
{
  "formula": "C2H7OS",
  "method": "the ωB97M-V functional and the def2-TZVPD basis",
  "species": ["O", "H", "C", "S", "C", "H", "H", "H", "H", "H", "H"],
  "coordinates": [[-2.19, 2.87, -0.57], [-2.42, 2.61, 0.33], [0.78, 0.41, 1.10], [1.54, -0.23, -0.30], [0.93, -1.97, -0.58], [0.25, -0.30, 1.74], [0.29, 1.38, 1.12], [-1.66, 2.08, -0.72], [-0.09, -1.84, -0.92], [1.46, -2.37, -1.46], [1.11, -2.65, 0.27]],
  "de_lowest_kj_mol": 82.8,
  "s_squared": 0.756,
  "spin_multiplicity": 2
}

***

8.
{
  "formula": "C3H8FNO",
  "method": "the ωB97M-V functional and the def2-TZVPD basis",
  "species": ["C", "C", "C", "N", "O", "F", "H", "H", "H", "H", "H", "H", "H", "H"],
  "coordinates": [[-0.71, -0.75, -1.18], [-0.49, 0.06, 1.27], [-0.86, 0.34, -0.22], [1.71, 0.79, -0.68], [0.10, -1.11, 1.53], [2.10, 0.49, 0.63], [-1.70, -0.81, -1.65], [-0.47, -1.74, -0.80], [-0.12, -0.44, -2.04], [0.26, 0.88, 1.32], [-1.37, 0.28, 1.98], [-0.97, 1.37, -0.46], [1.63, 1.85, -0.72], [0.90, -1.20, 1.02]],
  "de_lowest_kj_mol": 629.6
}

***

9.
{
  "formula": "C3H6N2O",
  "method": "the ωB97M-V functional and the def2-TZVPD basis",
  "species": ["C", "N", "C", "N", "C", "O", "H", "H", "H", "H", "H", "H"],
  "coordinates": [[1.47, -0.55, 0.25], [0.49, 0.11, -0.64], [-0.99, -0.03, -0.35], [-1.49, -0.77, -1.22], [-1.61, 0.78, 0.73], [-1.03, 1.65, 1.34], [0.97, -1.40, 0.73], [1.85, 0.13, 1.01], [2.29, -0.93, -0.36], [0.78, 1.06, -0.87], [-0.05, -0.58, -1.52], [-2.68, 0.53, 0.90]],
  "de_lowest_kj_mol": 392.9
}

***

10.
{
  "formula": "CH3NOS2",
  "method": "the ωB97M-V functional and the def2-TZVPD basis",
  "species": ["N", "C", "S", "S", "O", "H", "H", "H"],
  "coordinates": [[0.93, 0.06, -0.84], [0.71, -0.15, 0.45], [1.80, -0.72, 1.46], [-0.91, 0.45, 1.18], [-1.96, 0.02, -0.07], [1.91, -0.14, -1.17], [0.24, 0.61, -1.45], [-2.72, -0.12, 0.44]],
  "de_lowest_kj_mol": 36.9,
  "smiles": "NC(=S)SO"
}

***

11.
{
  "formula": "C10H3Cl2O2S5Ti",
  "method": "the ωB97M-V functional and the def2-TZVPD basis",
  "species": ["Ti", "Cl", "C", "C", "C", "Cl", "C", "O", "C", "C", "O", "C", "H", "H", "H", "S", "C", "S", "C", "C", "S", "S", "S"],
  "coordinates": [[-0.99, -0.39, -0.86], [5.36, 0.30, 2.40], [3.94, 0.00, 1.45], [4.16, -0.54, 0.17], [3.11, -0.68, -0.72], [3.45, -1.11, -2.35], [1.78, -0.53, -0.33], [0.75, -0.79, -1.11], [1.53, 0.08, 0.99], [0.26, 0.45, 1.37], [-0.91, 0.09, 0.87], [2.63, 0.24, 1.88], [5.18, -0.74, -0.15], [0.19, 0.96, 2.31], [2.46, 0.57, 2.92], [-7.16, 1.31, -0.44], [-5.63, 0.75, -0.58], [-4.17, 1.73, -0.58], [-3.10, 0.64, -1.43], [-3.52, -0.69, -1.27], [-2.48, -2.06, -1.51], [-5.16, -0.94, -0.81], [-1.69, 1.35, -2.21]],
  "total_energy_ha": -4293.95881,
  "total_charge": 1
}

***

12.
{
  "formula": "C2H6N4S",
  "method": "the ωB97M-V functional and the def2-TZVPD basis",
  "species": ["C", "C", "H", "H", "H", "H", "H", "H", "N", "N", "N", "N", "S"],
  "coordinates": [[-1.53, 0.30, 0.01], [1.99, -0.14, 0.49], [-1.52, 2.31, -0.61], [0.02, 1.71, -0.40], [-3.34, -0.43, 1.01], [1.25, -0.28, -1.51], [1.63, -1.08, 1.38], [3.31, 1.22, -0.56], [-0.89, 1.44, -0.44], [-2.69, 0.42, 0.61], [1.04, -0.47, -0.53], [3.09, 0.71, 0.44], [-0.50, -1.20, -0.18]],
  "de_lowest_kj_mol": 345.8
}